Formula: C5H9F
Source: the OMol25 dataset
Level of theory: wB97M-V/def2-TZVPD

- Lowest unoccupied orbital energy: 1.00 eV
- Max |F|: 5.144 eV/Å

Last column: Löwdin charge in e.
Element x y z (Å)
C: 2.10 -0.54 0.04  -0.11
C: 0.61 -0.95 0.05  -0.10
C: -0.39 -0.01 0.01  -0.31
C: -1.78 -0.52 -0.11  -0.13
C: -0.41 1.52 0.24  -0.18
F: 0.77 2.00 -0.29  -0.06
H: 2.60 -0.84 -0.77  0.00
H: 2.81 -0.94 0.85  0.09
H: 2.13 0.69 0.00  0.12
H: 0.30 -1.97 -0.47  0.14
H: -2.12 -0.21 -1.11  0.08
H: -1.91 -1.62 -0.10  0.07
H: -2.65 -0.30 0.63  0.11
H: -1.35 1.97 -0.30  0.14
H: -0.71 1.73 1.33  0.14

=====

Formula: C43H32Cl3FeN6O7S2
Source: the OMol25 dataset
Level of theory: wB97M-V/def2-TZVPD

- Lowest unoccupied orbital energy (alpha / beta): -0.44 / -3.11 eV
- 2S+1: 6
- Max |F|: 1.777 eV/Å

Last column: Mulliken spin population.
Element x y z (Å)
Fe: 0.00 -0.15 0.02  3.89
C: -0.19 2.64 3.18  0.01
C: -0.55 1.21 3.32  0.00
N: -0.64 0.33 2.35  -0.02
C: -0.94 -0.88 2.92  0.03
C: -1.05 -0.71 4.29  0.00
N: -0.80 0.62 4.51  0.00
C: -1.32 -1.60 5.45  0.00
O: -1.49 -2.87 5.20  0.00
O: -1.37 -1.11 6.56  0.00
C: -1.12 -2.10 2.06  -0.01
O: -1.40 -3.16 2.63  0.00
O: -0.99 -1.92 0.83  0.04
H: -0.30 2.92 2.13  0.00
H: 0.84 2.80 3.47  0.00
H: -0.83 3.26 3.79  0.00
H: -0.83 1.04 5.43  0.00
H: -1.44 -3.10 4.20  0.00
Cl: 6.27 2.10 3.47  0.00
C: 4.91 1.26 2.83  0.00
C: 4.04 1.92 1.97  0.00
C: 2.97 1.21 1.46  -0.01
Cl: 1.84 1.95 0.39  0.01
C: 2.70 -0.15 1.75  0.01
O: 1.73 -0.78 1.22  0.03
C: 3.61 -0.75 2.67  0.00
Cl: 3.32 -2.38 3.11  0.00
C: 4.69 -0.06 3.19  0.00
H: 4.20 2.94 1.68  0.00
H: 5.36 -0.55 3.88  0.00
N: 6.17 -2.04 -3.77  0.00
C: 6.98 -2.97 -4.36  0.00
C: 8.16 -2.86 -5.09  0.00
C: 8.68 -4.03 -5.60  0.00
C: 8.07 -5.27 -5.37  0.00
C: 6.91 -5.39 -4.64  0.00
C: 6.35 -4.22 -4.13  0.00
N: 5.19 -4.02 -3.44  0.00
C: 5.10 -2.73 -3.24  0.00
C: 3.97 -2.07 -2.64  0.00
C: 3.83 -0.68 -2.63  0.00
C: 2.68 -0.13 -2.09  0.01
N: 1.69 -0.86 -1.59  0.03
C: 1.82 -2.19 -1.58  -0.01
C: 2.93 -2.83 -2.10  0.00
H: 6.34 -1.05 -3.73  0.00
H: 8.63 -1.91 -5.26  0.00
H: 9.59 -4.00 -6.19  0.00
H: 8.53 -6.16 -5.79  0.00
H: 6.44 -6.34 -4.46  0.00
H: 4.58 -0.03 -3.04  0.00
H: 2.55 0.94 -2.09  0.00
H: 0.99 -2.74 -1.16  0.00
H: 3.01 -3.91 -2.10  0.00
N: -1.23 1.88 -0.19  0.02
S: -2.80 1.94 -0.07  0.01
C: -3.47 2.69 -1.60  0.00
C: -2.66 2.79 -2.72  0.00
C: -3.19 3.31 -3.89  0.00
C: -4.52 3.71 -3.93  0.00
C: -5.32 3.59 -2.81  0.00
C: -4.80 3.08 -1.63  0.00
C: -3.05 3.39 1.01  0.01
C: -3.57 3.16 2.28  0.00
C: -3.57 4.18 3.21  0.00
C: -3.05 5.42 2.87  0.00
C: -2.55 5.65 1.60  0.00
C: -2.55 4.63 0.66  0.00
H: -0.80 2.76 -0.46  0.01
H: -1.64 2.44 -2.68  0.01
H: -2.58 3.38 -4.77  0.00
H: -4.93 4.11 -4.85  0.00
H: -6.35 3.89 -2.84  0.00
H: -5.41 2.98 -0.75  0.00
H: -3.96 2.18 2.52  0.00
H: -3.96 4.01 4.20  0.00
H: -3.05 6.22 3.59  0.00
H: -2.15 6.61 1.34  0.00
H: -2.16 4.80 -0.33  0.00
O: -3.63 -3.89 -7.49  0.00
C: -4.30 -2.93 -6.81  0.00
O: -5.36 -2.54 -7.20  0.02
C: -3.61 -2.39 -5.61  0.12
C: -3.86 -1.06 -5.26  -0.05
C: -3.23 -0.49 -4.18  0.08
C: -2.34 -1.24 -3.40  -0.03
S: -1.56 -0.44 -2.08  0.74
C: -2.13 -2.58 -3.72  0.09
C: -2.75 -3.14 -4.82  -0.06
H: -2.77 -4.08 -7.10  0.00
H: -4.54 -0.49 -5.87  0.00
H: -3.41 0.54 -3.93  0.03
H: -1.47 -3.17 -3.10  0.00
H: -2.58 -4.19 -5.03  0.00